2 unconnected molecules or ions with the total composition C12H18BrNO in a non-equilibrium geometry, computed with the ωB97M-V functional and the def2-TZVPD basis.

Geometry as XYZ:
```
33
Properties=species:S:1:pos:R:3:forces:R:3:nbo_charge:R:1
Br -0.618700 -1.296006 1.526890 0.2843 0.2067 0.0937 -0.2004
C 0.006847 -0.388931 -0.149589 0.7758 2.0704 -0.9717 -0.6378
C -0.766894 1.040477 -0.323035 0.5061 -0.7724 0.8125 -0.4757
C -1.945615 0.863777 -1.399615 -0.2894 -0.2407 0.4208 -0.4635
C -3.351676 0.649564 -0.675834 -3.2214 -1.1076 0.5575 0.0254
C -4.298122 -0.439357 -1.279929 -1.3557 2.5332 3.8718 -0.2296
C -5.670409 -0.686873 -0.564774 2.1048 2.1084 1.0484 -0.2258
C -6.103496 0.086822 0.710437 3.1442 0.8581 -1.5345 -0.2513
C -5.183022 1.186912 1.299691 1.6432 -2.1196 -3.6012 -0.2284
C -3.836417 1.436707 0.586262 -1.4180 -2.1369 -1.2905 -0.2352
H 1.104758 -0.084924 0.014919 -1.2758 -0.5869 0.2719 0.1140
H -0.019180 1.876883 -0.604268 -1.1070 -1.3864 0.1033 0.1888
H -1.133853 1.310206 0.736396 0.1161 -0.0635 -1.7774 0.1965
H -1.703127 -0.099886 -1.992539 -0.4155 1.4593 1.0808 0.2367
H -1.972858 1.698509 -2.200466 -0.1691 -0.9987 1.5206 0.2101
H -3.986745 -1.014588 -2.209165 -0.5270 0.8133 1.4768 0.2234
H -6.376519 -1.472878 -0.997602 1.1126 1.2429 0.7643 0.2128
H -7.092754 -0.151136 1.215013 1.4705 0.3203 -0.8442 0.2166
H -5.407666 1.815724 2.222146 0.1042 -1.1596 -1.4524 0.2226
H -3.108600 2.212575 0.994741 -1.2532 -1.1700 -0.5480 0.2185
C 4.493416 0.744430 1.308460 0.5945 -0.6320 -0.0072 -0.7292
C 3.958674 -0.156515 0.240204 -1.9035 2.2892 -0.8633 0.6253
O 3.108759 0.119734 -0.563627 0.6506 0.3139 0.3847 -0.4306
N 4.416367 -1.524891 0.127589 0.4878 -1.2655 0.3643 -0.5622
C 5.633779 -1.651832 -0.719355 0.4733 -0.2913 -0.1252 -0.4199
H 4.853118 1.669293 0.855233 -0.1896 -0.0283 0.0560 0.2699
H 3.700264 0.961573 2.027704 -0.0646 0.0336 -0.1415 0.2872
H 5.325321 0.267602 1.832954 -0.0126 0.1433 0.1045 0.2135
H 4.592398 -1.902668 1.060880 -0.1629 -0.3597 -0.1152 0.4363
H 3.635634 -1.999413 -0.342510 -0.0686 -0.1999 0.3562 0.4773
H 6.032778 -2.655139 -0.570259 0.0425 0.1119 -0.1374 0.2337
H 6.366585 -0.907483 -0.406054 -0.1028 -0.0806 -0.0561 0.2303
H 5.346958 -1.508268 -1.760898 0.0262 0.0949 0.1777 0.2507
```
Forces are in eV/Å.

Summary:
Energy: -86306.1853 eV
Max |F|: 4.821 eV/A
LUMO level: -1.2 eV
Total charge: 0